(1)
Below is a 3-piece molecular cluster, C8H14Cl8 overall at a distorted geometry, with properties calculated with the ωB97M-V functional and the def2-TZVPD basis.

Results
- SMILES: ClC(Cl)(Cl)Cl.ClC(Cl)(Cl)Cl.CCCCCC
- HOMO energy: -0.3850 Eh
- Orbital gap: 10.53 eV

CARTESIAN COORDINATES (ANGSTROEM)
Cl  1.732  12.755  10.454
Cl  -1.867  19.284  11.355
Cl  -1.909  19.215  14.286
Cl  2.792  15.326  11.445
Cl  -0.111  14.619  11.385
Cl  -1.436  21.665  12.805
Cl  1.643  13.518  13.373
Cl  -4.039  20.653  12.920
C  -4.259  12.197  16.311
C  -3.241  12.117  17.467
C  -2.083  13.176  17.470
C  -2.289  20.211  12.864
C  -2.855  10.122  13.396
C  -3.848  11.927  14.958
C  1.537  14.084  11.673
C  -3.452  10.402  14.754
H  -3.642  12.009  18.475
H  -2.741  11.149  17.422
H  -3.113  12.643  14.589
H  -2.878  9.037  13.290
H  -4.651  13.214  16.337
H  -4.668  12.117  14.265
H  -1.349  12.964  18.247
H  -2.813  10.059  15.568
H  -4.335  9.763  14.732
H  -1.897  10.632  13.301
H  -2.458  14.196  17.557
H  -1.558  13.225  16.516
H  -3.579  10.621  12.752
H  -5.142  11.628  16.603

Results of the Mulliken charge analysis, in e, for atoms 1 through 6: Cl -0.1102; Cl -0.1027; Cl -0.0859; Cl -0.0875; Cl -0.0802; Cl -0.0781


(2)
Below is a 2-piece molecular cluster, C4H7IN overall at a distorted geometry, with properties calculated with the ωB97M-V functional and the def2-TZVPD basis.

Results
- <S²>: 2.013
- Net charge: +1
- HOMO energy (spin up / spin down): -0.4228 / -0.4829 Eh
- Orbital gap (spin up / spin down): 7.67 / 5.07 eV
- Spin multiplicity: 3

CARTESIAN COORDINATES (ANGSTROEM)
I  4.397  -0.550  0.109
N  0.377  0.117  0.124
C  -3.229  0.096  0.145
C  -2.023  0.334  0.420
C  0.625  -0.895  -0.571
C  -0.765  0.845  0.468
H  -4.066  -0.250  0.677
H  -0.030  -1.518  -1.228
H  5.899  -0.016  -0.155
H  -3.640  0.540  -0.756
H  1.192  0.669  0.479
H  1.645  -1.118  -0.655
H  -0.381  1.747  0.943

Results of the Mulliken charge analysis, in e, for atoms 1 through 6: I -0.0571; N -0.1239; C -0.4851; C 0.0207; C -0.1035; C 0.0827


(3)
Below is a 2-piece molecular cluster, C14H16 overall at a distorted geometry, with properties calculated with the ωB97M-V functional and the def2-TZVPD basis.

Results
- SMILES: Cc1ccccc1.Cc1ccccc1
- HOMO energy: -0.3259 Eh
- Orbital gap: 9.74 eV

CARTESIAN COORDINATES (ANGSTROEM)
C  3.229  -1.356  0.993
C  -1.798  2.219  -1.357
C  2.106  -0.657  1.707
C  -2.888  1.365  -1.319
C  -0.027  0.801  2.827
C  -2.694  0.045  -1.720
C  -0.136  -0.559  2.586
C  -1.463  -0.436  -2.135
C  0.907  -1.284  2.031
C  1.172  1.444  2.481
C  2.217  0.705  1.969
C  -0.551  1.755  -1.741
C  -0.378  0.448  -2.162
C  -1.300  -1.823  -2.681
H  -1.072  -1.051  2.820
H  3.444  -0.811  0.069
H  0.844  -2.363  1.922
H  -0.287  -2.046  -3.006
H  -3.539  -0.636  -1.694
H  -1.538  -2.554  -1.894
H  -1.966  -2.078  -3.506
H  -0.842  1.277  3.359
H  -3.898  1.733  -1.178
H  3.038  -2.409  0.807
H  3.135  1.235  1.752
H  1.166  2.478  2.758
H  0.268  2.455  -1.720
H  4.153  -1.240  1.554
H  0.605  0.087  -2.443
H  -1.906  3.255  -1.079

Results of the Mulliken charge analysis, in e, for atoms 1 through 6: C -1.4271; C -0.4047; C 0.8802; C -0.5707; C -0.4538; C -0.2841


(4)
Below is C6H14N2 in the gas phase at a distorted geometry, with properties calculated with the ωB97M-V functional and the def2-TZVPD basis.

Results
- SMILES: C/C(N)=C/CCCN
- HOMO energy: -0.2785 Eh
- Orbital gap: 8.70 eV

CARTESIAN COORDINATES (ANGSTROEM)
N  1.598  0.516  -0.014
N  0.579  -2.269  0.503
C  0.892  2.869  -0.030
C  -1.131  -0.351  -1.018
C  -0.560  -1.615  1.123
C  0.575  1.396  -0.264
C  -0.636  1.030  -0.597
C  -1.595  -1.240  0.105
H  2.557  0.792  -0.128
H  1.415  -0.451  -0.254
H  -1.411  1.771  -0.597
H  1.201  3.354  -0.938
H  -2.380  -0.737  0.668
H  -0.311  -0.852  -1.545
H  1.688  2.953  0.726
H  -1.977  -0.197  -1.653
H  1.262  -2.460  1.216
H  -2.070  -2.160  -0.289
H  -1.026  -2.230  1.890
H  -0.197  -0.698  1.596
H  0.267  -3.134  0.095
H  -0.006  3.361  0.373

Results of the Mulliken charge analysis, in e, for atoms 1 through 6: N -0.4340; N -0.5465; C -1.3694; C -0.8933; C -0.6906; C 0.7122


What are the energy relative to the best compared isomer or geometry (same formula, charge and spin) values for these records? In order: 21.9 167.5 32.2 46.9 kJ/mol.